1.
Molecular formula: C23H50NO15S
Method: DFT, the ωB97M-V functional and the def2-TZVPD basis

Calculated values
energy above the lowest of the compared OMol25 structures with the same formula, charge and spin	9.8	kcal per mole
F_max	10.415	eV/A
HOMO energy	-3.056	eV
Kohn-Sham gap	4.78	eV
charge	-1

Geometry as XYZ:
```
90
C23H50NO15S | the Open Molecules 2025 dataset | the ωB97M-V functional and the def2-TZVPD basis
N -3.90313 -42.81137 10.18924
H -4.76925 -43.25144 10.09075
H -3.93597 -41.80761 10.06772
H -3.55492 -43.30846 9.44276
H -3.55903 -43.18531 11.04726
S -0.53475 -42.39160 9.56197
O -1.14331 -42.25524 10.80213
O -1.38610 -41.85642 8.48757
O 0.72853 -41.68157 9.60051
O -0.32517 -43.80272 9.21515
O -4.66041 -45.54512 11.18311
C -4.22572 -46.61502 10.94353
O -4.74408 -47.90685 11.04076
C -6.06113 -48.18421 11.58706
C -6.52901 -49.48750 11.10011
C -2.87840 -46.81070 10.11794
H -6.64027 -47.38731 11.21811
H -5.93995 -48.10713 12.49682
H -7.50477 -49.49429 11.36340
H -6.14545 -50.31786 11.37597
H -6.60530 -49.58219 10.11006
H -2.08010 -47.27741 10.73632
H -2.37540 -45.97359 9.85862
H -3.03289 -47.10157 9.03098
O -4.75587 -44.65806 8.15957
C -4.21295 -45.31522 7.27793
O -4.66553 -46.50130 6.83506
C -5.80851 -47.05727 7.55521
C -6.41747 -48.23074 6.65689
C -2.86323 -44.88856 6.59377
H -6.61650 -46.35808 7.44857
H -5.59049 -47.39077 8.54184
H -6.31096 -48.21246 5.72359
H -7.55556 -48.31754 6.96416
H -6.06603 -49.28635 6.92602
H -2.33853 -44.89711 7.39731
H -2.92103 -43.97486 6.08122
H -2.57721 -45.47378 5.88200
O -3.57327 -42.25530 15.86465
C -3.59938 -42.41924 14.60903
O -4.68884 -42.80102 13.94533
C -5.97993 -42.76635 14.45295
C -6.89665 -42.86540 13.22002
C -2.40259 -42.08055 13.80288
H -6.13273 -41.72260 15.05831
H -6.13595 -43.55473 15.26475
H -7.03538 -43.87795 12.87138
H -6.74875 -42.14195 12.45377
H -7.83784 -42.48557 13.71945
H -1.77263 -42.87260 13.54437
H -1.97798 -41.20260 14.38068
H -2.85873 -41.63260 13.00563
O -3.96884 -39.19714 9.98504
C -3.10721 -39.03335 10.77391
O -3.25130 -38.77374 12.10134
C -4.53769 -38.81508 12.64871
C -4.51171 -38.45246 14.05874
C -1.72397 -38.88470 10.32455
H -4.91538 -39.93369 12.43514
H -5.26314 -38.13489 12.17299
H -3.84117 -39.07691 14.86034
H -5.42958 -38.54605 14.42658
H -4.26579 -37.49176 14.39087
H -1.40714 -37.97366 10.48669
H -1.60885 -39.10436 9.29343
H -0.98266 -39.49254 10.87022
O -6.06085 -41.53138 8.67832
C -6.27036 -41.33278 7.42323
O -5.34011 -40.97840 6.52523
C -4.02527 -40.90998 6.81093
C -3.05363 -40.61414 5.62578
C -7.73692 -41.46375 6.98673
H -3.74765 -41.68000 7.32846
H -3.62931 -40.03551 7.47865
H -2.78631 -41.36041 4.75740
H -2.07120 -40.49293 6.00595
H -3.10428 -39.70489 5.16124
H -8.45581 -42.13188 7.34794
H -7.54195 -41.82856 6.01425
H -8.13864 -40.54307 7.00212
C -7.91622 -44.68793 9.92387
C -9.22017 -45.09037 9.30492
O -10.08552 -44.23119 8.79638
C -9.45297 -46.57858 9.27097
H -7.04818 -44.98015 9.43133
H -7.89651 -45.18023 10.88805
H -8.10382 -43.54559 10.26362
H -8.66859 -47.27506 9.83226
H -9.25193 -46.89958 8.20180
H -10.57360 -46.66288 9.43540
```

2.
Molecular formula: C23H50NO2P2PtS3
Method: DFT, the ωB97M-V functional and the def2-TZVPD basis

Calculated values
F_max	2.886	eV/A
HOMO energy	-9.174	eV
Kohn-Sham gap	1.86	eV
charge	+1

Geometry as XYZ:
```
82
C23H50NO2P2PtS3 | the Open Molecules 2025 dataset | the ωB97M-V functional and the def2-TZVPD basis
C -2.82188 -10.99075 -4.36114
C -2.51810 -9.74521 -5.18317
C -2.33260 -8.49169 -4.32705
C -0.90283 -8.25492 -3.81279
C -0.77178 -8.23912 -2.29011
C 0.35939 -7.37130 -1.75088
C 0.09882 -6.84274 -0.34258
C 0.96639 -5.62642 0.02005
C 0.27322 -4.27266 -0.21723
C 0.10466 -3.39424 1.04372
C 0.74192 -2.00291 0.91171
C -0.07692 -0.88639 1.62541
C -0.28523 0.32607 0.74884
P 0.07066 2.09867 1.63551
C -0.86766 2.97772 0.22512
C -2.38725 3.14512 0.27264
O -3.06935 1.95036 -0.10162
C 0.36053 3.68211 2.75837
C -0.40544 4.94424 2.45940
C 0.33367 5.92401 1.53583
S 1.32550 7.04029 2.52973
C 1.71424 8.32529 1.42172
S 1.25821 8.36507 -0.14016
N 2.48006 9.27255 2.11731
C 3.93713 9.13288 1.89788
C 4.44483 9.96613 0.74350
O 4.10449 11.31999 0.97001
C 2.69894 11.45925 0.88665
C 2.01400 10.66878 1.98200
P -1.89698 1.46000 2.83284
S -2.60793 2.80861 4.00318
H -3.05376 -11.82958 -5.01327
H -3.66456 -10.82604 -3.69375
H -1.96897 -11.28786 -3.75117
H -3.34571 -9.57598 -5.87113
H -1.63424 -9.92460 -5.79322
H -2.63627 -7.62691 -4.91222
H -3.05203 -8.56574 -3.47357
H -0.25725 -9.02917 -4.22366
H -0.55107 -7.29860 -4.19457
H -1.74531 -7.88313 -1.85458
H -0.65269 -9.26557 -1.94753
H 0.58299 -6.56221 -2.44699
H 1.25711 -7.99031 -1.70758
H 0.33047 -7.64139 0.36290
H -0.96129 -6.62365 -0.20727
H 1.87074 -5.68544 -0.58449
H 1.29133 -5.72945 1.05329
H -0.69773 -4.45133 -0.67506
H 0.84825 -3.72384 -0.96199
H -0.95755 -3.30127 1.26088
H 0.56412 -3.92480 1.87278
H 0.84591 -1.75110 -0.13959
H 1.72301 -2.02796 1.37752
H -1.04663 -1.29962 1.89938
H 0.42941 -0.64594 2.56314
H -1.29085 0.33428 0.33627
H 0.40620 0.33643 -0.08772
H 0.77882 1.35400 2.66461
H 1.31222 2.31515 0.94642
H -0.69785 2.32841 -0.63623
H -0.38234 3.90425 -0.07588
H -2.65077 3.94237 -0.42553
H -2.78937 3.48163 1.22354
H -3.20845 1.96828 -1.04424
H 0.23714 3.32392 3.77989
H 1.42686 3.88000 2.65123
H -0.51934 5.44601 3.42525
H -1.43327 4.80896 2.12663
H 0.93351 5.40712 0.79024
H -0.38656 6.52929 0.99189
H 4.44014 9.47324 2.80080
H 4.16690 8.07896 1.75728
H 5.53047 9.91007 0.72145
H 4.06372 9.62432 -0.22079
H 2.36765 11.13487 -0.10233
H 2.45204 12.51217 0.98832
H 0.93779 10.67077 1.83121
H 2.19888 11.15253 2.94053
H -1.35081 0.39700 3.56030
H -2.82238 0.92869 1.91924
Pt -3.58137 -7.52002 -1.89531
```

3.
Molecular formula: C23H51ClN8O5P4S
Method: DFT, the ωB97M-V functional and the def2-TZVPD basis

Calculated values
F_max	5.287	eV/A
HOMO energy	-7.525	eV
Kohn-Sham gap	6.78	eV
charge	0

Geometry as XYZ:
```
93
C23H51ClN8O5P4S | the Open Molecules 2025 dataset | the ωB97M-V functional and the def2-TZVPD basis
C 9.45454 -0.01355 0.81527
C 8.22399 0.43237 0.02064
C 8.58537 0.75930 -1.45348
C 7.51518 1.61035 0.69787
C 6.08724 1.81981 0.20877
C 5.02649 0.99038 0.47104
P 5.48673 -0.47327 1.53838
O 4.63828 -1.76548 1.04920
O 4.97009 -0.12713 3.07415
C 3.69067 1.28892 -0.07306
P 2.34494 0.09689 0.36004
C 1.47454 0.74839 1.82241
O 1.16946 0.08323 -0.79714
C 3.49859 2.38043 -0.85897
Cl 1.97184 2.80661 -1.55099
C 4.58111 3.24893 -1.16112
N 4.55134 4.33369 -1.93118
S 6.04254 4.92648 -1.93272
N 6.77878 3.86417 -0.99399
C 5.86639 2.96686 -0.61329
H 10.22224 0.75752 0.86821
H 9.12545 -0.31146 1.81423
H 9.82870 -0.92930 0.35404
H 7.58589 -0.44666 -0.02710
H 8.13556 0.01268 -2.11171
H 8.14469 1.70939 -1.75378
H 9.65920 0.73176 -1.63150
H 8.08426 2.51043 0.46494
H 7.48042 1.50676 1.78366
H 4.64424 -2.46056 1.71829
H 5.38939 0.67878 3.39553
H 1.33824 -0.08807 2.50321
H 0.49595 1.14679 1.54364
H 2.04298 1.53337 2.31950
H 1.41403 -0.54961 -1.47827
O -1.84558 1.72469 2.34830
P -2.91958 2.63633 1.84834
N -3.81337 2.97789 3.24980
C -5.24817 2.92861 3.39915
C -3.10372 3.41277 4.43973
N -3.73289 1.54819 0.76562
C -4.84980 0.73985 1.22192
C -2.80987 0.74301 -0.02721
N -3.46499 3.97800 0.97272
C -3.06075 5.30456 1.44793
C -3.98901 3.95816 -0.39239
H -5.76805 3.28931 2.50726
H -5.56866 3.57402 4.22023
H -5.59703 1.91619 3.62407
H -3.21727 4.49429 4.59346
H -2.03920 3.19758 4.35553
H -3.46782 2.89798 5.33362
H -4.61011 0.14353 2.11433
H -5.15515 0.05676 0.42708
H -5.72580 1.35487 1.42907
H -2.40919 -0.11252 0.53043
H -1.96025 1.34091 -0.36467
H -3.32232 0.37118 -0.91858
H -3.91634 5.83589 1.87617
H -2.63624 5.91027 0.64650
H -2.29491 5.22931 2.22038
H -5.01166 3.58284 -0.40207
H -3.38863 3.35356 -1.06881
H -4.00732 4.97183 -0.79709
O -5.00649 -3.19693 -1.33210
P -3.81268 -3.99513 -1.74746
N -2.68322 -3.64941 -0.53312
C -1.30132 -3.27181 -0.71282
C -3.09168 -3.77088 0.85614
N -3.46040 -3.22233 -3.26395
C -2.53398 -2.10746 -3.32554
C -4.65545 -2.94446 -4.04943
N -3.06390 -5.42439 -2.26457
C -3.04695 -6.55219 -1.32818
C -2.75042 -5.78250 -3.64683
H -0.82306 -3.80905 -1.53739
H -0.71420 -3.50775 0.17763
H -1.20622 -2.19486 -0.88549
H -2.68704 -4.68708 1.30654
H -4.17722 -3.80936 0.93825
H -2.75237 -2.91621 1.44865
H -2.79252 -1.29495 -2.63121
H -2.51974 -1.69976 -4.33822
H -1.51158 -2.43108 -3.12879
H -5.18284 -2.04454 -3.71253
H -5.35873 -3.77733 -3.99337
H -4.38184 -2.81942 -5.10077
H -2.03436 -6.72123 -0.94913
H -3.40592 -7.47096 -1.79358
H -3.69523 -6.36251 -0.47240
H -1.86852 -5.24229 -3.98981
H -3.57060 -5.58418 -4.33369
H -2.52723 -6.84901 -3.71230
```

4.
Molecular formula: C23H51CrO22S3
Method: DFT, the ωB97M-V functional and the def2-TZVPD basis

Calculated values
F_max	4.907	eV/A
HOMO energy (alpha / beta)	-13.920 / -14.784	eV
Kohn-Sham gap (alpha / beta)	8.49 / 4.17	eV
charge	+2
multiplicity	6

Geometry as XYZ:
```
100
C23H51CrO22S3 | the Open Molecules 2025 dataset | the ωB97M-V functional and the def2-TZVPD basis
Cr -7.05513 -10.64655 -16.45235
O -6.01554 -13.82503 -18.64024
C -6.33089 -12.69883 -17.95185
O -5.99927 -12.51394 -16.77239
O -7.01777 -11.77560 -18.38039
H -5.50470 -14.21146 -17.92517
C -5.02673 -10.52329 -21.64645
C -6.24776 -9.64685 -21.81922
C -7.30027 -10.58405 -22.48821
O -6.53422 -11.72873 -22.79143
C -5.53843 -11.91578 -21.77667
H -4.60801 -10.49310 -20.64054
H -4.27563 -10.29405 -22.40237
H -6.04123 -8.84085 -22.52335
H -6.53812 -9.26556 -20.84023
H -7.77472 -10.24518 -23.40918
H -8.13229 -10.86201 -21.84124
H -4.76698 -12.56666 -22.18815
H -5.93451 -12.32465 -20.84712
O -10.53903 -13.79563 -21.20080
S -9.66549 -14.58248 -20.34345
O -9.57257 -14.32776 -18.89192
O -9.90963 -16.20835 -20.58637
C -10.22474 -16.63304 -21.90503
C -9.04925 -17.44353 -22.56342
C -7.94159 -14.57193 -21.00378
H -10.57637 -15.85344 -22.58081
H -11.09314 -17.26424 -21.71640
H -9.31266 -18.49922 -22.62853
H -8.13662 -17.54488 -21.97611
H -8.72446 -16.97085 -23.49033
H -7.41239 -13.63689 -20.82009
H -8.09738 -14.82945 -22.05140
H -7.44195 -15.40136 -20.50326
O -6.33157 -9.04840 -17.60282
S -5.39194 -7.90828 -17.78605
O -4.93256 -7.11677 -16.65327
O -4.06339 -8.36786 -18.62515
C -2.94879 -7.45981 -18.73355
C -1.96443 -7.57354 -17.63169
C -6.17071 -6.85323 -19.06495
H -3.33997 -6.44333 -18.77641
H -2.43615 -7.79782 -19.63413
H -2.45064 -7.31451 -16.69115
H -1.12696 -6.89142 -17.77816
H -1.57798 -8.59238 -17.60475
H -5.64574 -5.90174 -19.14964
H -7.19864 -6.65833 -18.75921
H -6.23087 -7.29227 -20.06081
O -6.56362 -17.49156 -15.15820
S -5.82860 -17.19972 -16.39564
O -5.16874 -15.88438 -16.55678
O -4.66801 -18.40110 -16.57140
C -5.08322 -19.76003 -16.34526
C -3.92151 -20.76867 -16.12938
C -6.91722 -17.56717 -17.85591
H -5.74831 -20.22069 -17.07569
H -5.63881 -19.87551 -15.41463
H -4.24380 -21.80749 -16.20077
H -3.46837 -20.61704 -15.14970
H -3.19483 -20.65335 -16.93359
H -7.37929 -18.53387 -17.65570
H -6.28033 -17.43294 -18.73024
H -7.72376 -16.84091 -17.75518
C -3.86391 -15.12839 -21.21566
O -4.30980 -15.15151 -22.59794
C -5.10301 -16.15585 -23.02750
O -5.58516 -17.03202 -22.30131
O -5.26490 -16.05240 -24.37040
C -5.75783 -17.08962 -25.19735
H -3.14441 -15.93114 -21.05434
H -4.74692 -15.44703 -20.66173
H -3.50490 -14.18736 -20.79889
H -5.64629 -18.01224 -24.62777
H -5.15267 -17.14480 -26.10224
H -6.81124 -16.90687 -25.40957
C -11.56936 -12.89516 -14.12096
O -10.50072 -12.21029 -14.63656
C -9.25830 -12.70655 -14.86079
O -8.30912 -11.97319 -15.16875
O -9.24837 -14.08536 -14.83426
C -8.02678 -14.84008 -15.00808
H -11.21321 -13.29517 -13.17163
H -11.91062 -13.59177 -14.88671
H -12.45500 -12.29546 -13.91096
H -7.34893 -14.61131 -14.18573
H -7.61797 -14.53353 -15.97089
H -8.17423 -15.91488 -15.11369
C -2.70116 -11.80462 -16.28256
O -2.73046 -10.64061 -15.42122
C -3.84938 -9.87406 -15.16085
O -4.97066 -10.17348 -15.57499
O -3.51240 -8.77122 -14.43477
C -4.55244 -7.96394 -13.89928
H -3.19776 -12.65005 -15.80641
H -1.63758 -12.03950 -16.32440
H -3.03837 -11.67607 -17.31108
H -4.25227 -7.74298 -12.87499
H -5.55051 -8.38587 -13.78131
H -4.60022 -7.00241 -14.41043
```

> Number 1 is which compound?

C23H50NO15S

> The highest charge belongs to which entry?

C23H51CrO22S3

> What is the charge in the fourth record?

+2

> Which of these has the highest charge?

C23H51CrO22S3